No. 1
The following is a DFT calculation (wB97M-V/def2-TZVPD) of C29H25N6O5Pt as an isolated structure.

XYZ file:
```
66
Properties=species:S:1:pos:R:3:mulliken_charge:R:1
Pt 0.1813 -0.5104 0.0902 1.27
C 1.6394 2.2834 4.7373 -0.49
C 1.0356 1.1305 5.2330 -0.67
C 0.4923 0.2046 4.3681 -0.27
C 0.5618 0.4309 2.9909 0.44
C 1.1470 1.5876 2.4905 0.13
C 1.6849 2.5118 3.3714 -1.06
N -0.0222 -0.4926 2.0737 0.59
N -0.8068 -1.3329 2.5774 -0.70
C -1.5270 -2.0703 1.6438 0.22
C -2.4386 -3.0276 2.0474 -0.49
C -3.1942 -3.6616 1.0762 -0.34
C -3.0274 -3.3083 -0.2550 -0.72
C -2.0931 -2.3418 -0.5882 -0.04
N -1.3549 -1.7532 0.3483 -0.17
H 2.0739 3.0013 5.4201 0.44
H 0.9902 0.9570 6.2993 0.42
H 0.0264 -0.6959 4.7389 0.46
H 1.1667 1.7693 1.4280 0.41
H 2.1426 3.4119 2.9842 0.44
H -2.5362 -3.2456 3.1010 0.50
H -3.9165 -4.4167 1.3535 0.42
H -3.6159 -3.7718 -1.0329 0.43
H -1.9198 -2.0190 -1.6048 0.46
O 0.1642 -0.7304 -1.9264 -0.65
C 1.1074 -0.4439 -2.6922 0.01
C 2.3939 0.0388 -2.3511 0.64
C 3.3501 0.0892 -3.3874 -0.66
C 4.6320 0.4429 -3.1067 -0.37
C 5.0293 0.7648 -1.7965 -0.43
C 4.1147 0.7573 -0.7845 -0.82
C 2.7591 0.4114 -1.0218 0.39
O 1.9310 0.4968 -0.0365 -0.57
N 5.6238 0.4633 -4.1867 1.00
O 5.2182 0.3227 -5.3225 -0.60
O 6.7834 0.6287 -3.8703 -0.60
H 0.9149 -0.6066 -3.7567 0.43
H 3.0752 -0.1668 -4.4024 0.50
H 6.0648 1.0157 -1.6142 0.50
H 4.3958 1.0061 0.2294 0.51
C -2.9523 5.4430 1.3408 -1.10
N -2.9118 3.9953 1.2973 0.03
N -2.4050 3.2832 0.2238 0.61
C -2.3322 1.9357 0.5601 0.73
O -1.9671 1.0652 -0.2437 -0.74
C -2.7641 1.8701 1.9222 -1.01
C -3.0940 3.1391 2.3204 0.40
C -3.5990 3.6237 3.6344 -1.61
C -2.3879 3.8019 -1.0975 -0.17
C -1.2452 3.6350 -1.8649 -0.38
C -1.2228 4.1202 -3.1636 -0.70
C -2.3273 4.7782 -3.6855 -0.50
C -3.4698 4.9350 -2.9127 -0.71
C -3.5076 4.4369 -1.6198 0.30
H -2.4972 5.8390 0.4387 0.42
H -2.3927 5.8078 2.2020 0.38
H -3.9791 5.8040 1.4027 0.34
H -2.8076 0.9780 2.5230 0.53
H -3.7325 2.7824 4.3090 0.37
H -4.5570 4.1313 3.5155 0.34
H -2.9033 4.3279 4.0941 0.36
H -0.3920 3.1195 -1.4452 0.44
H -0.3325 3.9955 -3.7658 0.41
H -2.2991 5.1677 -4.6941 0.40
H -4.3388 5.4343 -3.3194 0.38
H -4.4048 4.5270 -1.0201 0.49
```

Output
- Total charge: +1
- E: -1943.84033 hartree
- HOMO-LUMO gap: 0.21441 Ha
- F_max: 0.63 eV Å⁻¹
- ΔE to the lowest compared entry with this formula, charge and spin: 64.3 kJ/mol
- HOMO energy: -10.39 eV


No. 2
The following is a DFT calculation (wB97M-V/def2-TZVPD) of C29H25N7O9S3Ti as an isolated structure.

XYZ file:
```
74
Properties=species:S:1:pos:R:3:mulliken_spin:R:1
Ti -0.5044 1.3573 1.0881 0.98
O 0.0472 1.6424 3.1991 0.00
C 1.3794 2.0877 3.4714 -0.01
C 2.3448 1.7347 2.3668 0.01
C 3.6928 1.9971 2.5194 0.00
C 4.5605 1.6633 1.4963 0.00
C 4.0641 1.0609 0.3539 0.01
C 2.7087 0.8228 0.2833 0.02
N 1.8623 1.1541 1.2657 -0.04
H -0.5715 2.4113 3.0944 -0.01
H 1.7041 1.5990 4.3871 0.00
H 1.3902 3.1596 3.6383 0.00
H 4.0506 2.4750 3.4265 0.00
H 5.6181 1.8806 1.5872 0.00
H 4.7022 0.7892 -0.4769 0.00
H 2.2726 0.3681 -0.5910 0.00
O 0.5736 3.3111 -5.5415 0.00
C 0.2972 2.2002 -5.0521 0.00
O 0.3172 1.0413 -5.5426 0.00
C -0.1356 2.2145 -3.5986 0.02
C -1.2378 1.4790 -3.1912 -0.01
C -1.4824 1.3096 -1.8493 0.05
N -0.6611 1.7823 -0.9069 -0.06
C 0.3083 2.6424 -1.2896 0.06
C 0.5587 2.9154 -2.6136 0.00
C 0.9423 3.3920 -0.1315 -0.01
O 1.9001 4.1104 -0.2762 0.01
O 0.3063 3.1548 1.0041 -0.02
H -1.8602 0.9851 -3.9286 0.00
H -2.3152 0.7301 -1.4857 0.00
H 1.3339 3.6238 -2.8740 0.00
S -2.3076 3.0364 1.7184 -0.01
C -3.6975 2.2091 2.3567 -0.01
C -4.7768 2.9167 2.8968 0.00
C -5.8947 2.2670 3.3897 0.00
C -6.9833 3.0521 3.9509 0.00
N -7.8237 3.6955 4.4020 0.00
C -5.9585 0.8690 3.3449 0.00
C -4.8957 0.1587 2.8065 0.00
C -3.7676 0.8085 2.3111 0.01
S -2.4239 -0.1124 1.6739 -0.02
C -7.1115 0.1460 3.8546 0.00
N -8.0222 -0.4436 4.2394 0.00
H -4.7357 3.9984 2.9317 0.00
H -4.9437 -0.9242 2.7766 0.00
C 0.8458 -2.7490 -4.3786 0.00
C 2.3039 -3.0802 -4.0575 0.00
S 2.8048 -2.7810 -2.3934 0.00
O 4.2408 -2.8933 -2.3384 0.00
O 2.1321 -1.5873 -1.9419 0.00
C 2.2111 -4.1443 -1.4126 0.00
C 0.8414 -4.0662 -0.7386 0.00
N 0.6641 -2.9197 0.1639 0.00
C -0.0445 -1.8045 -0.1092 0.00
N 0.0867 -0.8909 0.8602 -0.02
C 0.8809 -1.4575 1.8028 0.04
C 1.2708 -2.6721 1.3818 0.01
N 2.1452 -3.5921 2.0689 0.00
O 2.6241 -3.2317 3.1130 0.00
O 2.3710 -4.6544 1.5168 0.00
C -0.9134 -1.6467 -1.2975 0.01
H 0.6832 -2.8718 -5.4490 0.00
H 0.6090 -1.7133 -4.1334 0.00
H 0.1463 -3.4106 -3.8578 0.00
H 2.9946 -2.4365 -4.6111 0.00
H 2.5755 -4.1197 -4.2615 0.00
H 3.0036 -4.2655 -0.6729 0.00
H 2.2296 -5.0210 -2.0660 0.00
H 0.7156 -4.9771 -0.1664 0.00
H 0.0509 -4.0226 -1.4714 0.00
H 1.1355 -0.9738 2.7286 -0.01
H -1.1561 -2.5949 -1.7669 0.00
H -0.4389 -1.0062 -2.0377 0.00
H -1.8383 -1.1887 -0.9597 0.00
```

Output
- Total charge: -1
- E: -4224.76453 hartree
- Spin multiplicity: 2
- HOMO-LUMO gap (alpha / beta): 0.22203 / 0.23381 Ha
- F_max: 1.97 eV Å⁻¹
- ΔE to the lowest compared entry with this formula, charge and spin: 5.0 kJ/mol
- HOMO energy (alpha / beta): -5.30 / -5.62 eV


No. 3
The following is a DFT calculation (wB97M-V/def2-TZVPD) of C29H26BIN3O4V as an isolated structure.

XYZ file:
```
65
Properties=species:S:1:pos:R:3:mulliken_spin:R:1
V 1.5292 0.2792 1.0281 2.14
N -4.6874 5.6124 7.2803 0.00
C -4.0170 5.0234 6.5568 0.00
C -3.1771 4.2858 5.6515 0.00
C -1.8143 4.1667 5.9119 0.00
C -1.0083 3.4618 5.0355 0.00
C -1.5538 2.8623 3.9040 -0.01
C -2.9181 2.9819 3.6529 0.00
C -3.7292 3.6947 4.5176 0.00
C -0.6811 2.1058 2.9651 0.09
C -0.8856 0.7219 2.8780 0.02
C -1.8289 -0.0481 3.5948 0.00
C -1.6894 -1.3594 3.1781 0.01
C -0.6606 -1.3588 2.2282 0.01
N -0.1699 -0.1275 2.0388 -0.10
C 0.2629 2.8399 2.2538 0.01
C 0.4395 4.2517 2.2495 0.02
C 1.4401 4.5315 1.3503 0.00
C 1.8498 3.2874 0.8238 0.04
N 1.1611 2.2812 1.3498 -0.06
H -1.3950 4.6262 6.7964 0.00
H 0.0520 3.3662 5.2297 0.00
H -3.3386 2.5202 2.7691 0.00
H -4.7873 3.7971 4.3200 0.00
H -2.5159 0.3299 4.3342 0.00
H -2.2478 -2.2180 3.5116 0.00
H -0.2459 -2.1959 1.6874 0.00
H -0.1302 4.9557 2.8341 0.00
H 1.8349 5.4964 1.0791 0.00
H 2.6142 3.1033 0.0817 0.00
C 1.0897 1.2204 -3.9702 0.00
C 1.1848 -0.1864 -3.3928 0.00
C 0.3590 -1.1519 -4.2200 0.00
O 0.6341 -0.1278 -2.0515 -0.01
B 1.6824 0.0286 -1.1699 -0.10
O 2.9017 -0.1079 -1.8042 0.01
C 2.6500 -0.6382 -3.1301 0.00
C 3.6751 -0.0707 -4.0920 0.00
C 2.7986 -2.1516 -3.0295 0.00
H 0.0497 1.5439 -3.9318 0.00
H 1.4251 1.2507 -5.0079 0.00
H 1.6875 1.9226 -3.3879 0.00
H -0.6469 -0.7523 -4.3496 0.00
H 0.2801 -2.1227 -3.7353 0.00
H 0.8027 -1.2869 -5.2089 0.00
H 3.6944 1.0166 -4.0581 0.00
H 3.4572 -0.3867 -5.1145 0.00
H 4.6663 -0.4385 -3.8260 0.00
H 2.0653 -2.5701 -2.3390 0.00
H 3.7939 -2.3784 -2.6467 0.00
H 2.6825 -2.6319 -4.0021 0.00
I 8.3588 -4.8471 2.7503 0.00
C 6.6802 -3.6695 2.3723 0.00
C 5.5359 -4.2596 1.8506 0.00
C 4.4233 -3.4752 1.6004 0.00
C 4.4589 -2.1119 1.8698 -0.02
C 5.6083 -1.5296 2.3902 0.00
C 6.7245 -2.3090 2.6446 0.00
C 3.2689 -1.2823 1.5889 0.01
O 2.2026 -1.7658 1.1453 -0.01
O 3.3097 -0.0068 1.7875 -0.03
H 5.5164 -5.3201 1.6421 0.00
H 3.5199 -3.9081 1.1926 0.00
H 5.6183 -0.4668 2.5893 0.00
H 7.6219 -1.8628 3.0496 0.00
```

Output
- Total charge: 0
- E: -2852.62560 hartree
- Spin multiplicity: 3
- HOMO-LUMO gap (alpha / beta): 0.24937 / 0.24986 Ha
- F_max: 0.27 eV Å⁻¹
- ΔE to the lowest compared entry with this formula, charge and spin: 4.3 kJ/mol
- HOMO energy (alpha / beta): -8.03 / -8.01 eV


No. 4
The following is a DFT calculation (wB97M-V/def2-TZVPD) of C29H26Br2MoN8O4 as an isolated structure.

XYZ file:
```
70
Properties=species:S:1:pos:R:3:mulliken_spin:R:1
Mo 0.7185 -0.4574 -0.5001 2.43
C -4.3019 -1.4493 0.8288 -0.05
C -3.4235 -0.5277 1.3795 0.03
C -2.3494 -0.0625 0.6365 -0.04
C -2.1613 -0.5407 -0.6568 0.01
C -3.0364 -1.4705 -1.2196 -0.06
C -4.1096 -1.9132 -0.4697 0.03
N -1.0045 -0.1004 -1.3632 -0.37
N -1.1753 0.0118 -2.6998 -0.07
C 0.8240 -0.8021 -3.4893 0.01
C 1.0575 -1.2859 -4.7525 -0.01
C 1.9640 -2.3295 -4.8720 0.02
C 2.5836 -2.8289 -3.7336 -0.01
C 2.2698 -2.2919 -2.5033 0.04
N 1.3864 -1.2825 -2.3799 -0.03
H -5.1417 -1.8074 1.4082 0.00
H -3.5842 -0.1524 2.3807 0.00
H -1.7122 0.7179 1.0346 -0.01
H -2.8625 -1.8647 -2.2120 0.00
H -4.7940 -2.6341 -0.8953 0.00
H 0.5464 -0.8434 -5.5954 0.00
H 2.1869 -2.7444 -5.8458 0.00
H 3.3061 -3.6297 -3.7922 0.00
H 2.7290 -2.6489 -1.5923 0.00
Br 2.7855 -8.0396 2.9188 0.00
C 2.3407 -6.3722 2.1950 0.01
C 1.2264 -6.2663 1.3675 0.00
C 0.8916 -5.0350 0.8409 0.01
C 1.6845 -3.9220 1.1287 -0.01
C 2.8051 -4.0397 1.9539 0.01
C 3.1307 -5.2666 2.4960 0.00
C 1.3522 -2.6304 0.5655 0.03
O 0.2335 -2.4061 -0.0426 -0.01
O 2.1524 -1.6260 0.5950 0.00
H 0.6326 -7.1418 1.1476 0.00
H 0.0215 -4.9310 0.2067 0.00
H 3.4115 -3.1703 2.1678 0.00
H 3.9878 -5.3744 3.1450 0.00
Br -2.3026 4.4930 0.4762 0.00
C -3.1164 3.4242 -0.8445 0.00
C -4.4840 3.5134 -1.0859 0.00
N -5.1013 2.7685 -1.9964 0.00
C -4.3803 1.9056 -2.7004 0.00
C -3.0127 1.7422 -2.5077 0.02
C -2.3619 2.5283 -1.5662 0.00
C -2.2665 0.7955 -3.3580 -0.01
O -2.4503 0.5629 -4.5053 -0.02
O 0.0382 0.3207 -3.3157 0.00
H -5.0956 4.2123 -0.5277 0.00
H -4.9042 1.3110 -3.4399 0.00
H -1.2934 2.4575 -1.4062 0.00
C 0.8214 5.1454 2.6164 0.00
C 1.9936 4.4840 3.3326 0.00
C 1.5363 3.6373 4.5185 0.00
C 2.9068 3.7508 2.3556 0.00
N 2.2196 2.7315 1.5140 0.02
C 2.2836 2.5818 0.1842 0.02
N 1.5536 1.5406 -0.1330 0.00
N 1.0669 1.0732 1.0364 0.02
N 1.4568 1.7710 2.0271 0.01
H 0.2280 5.7241 3.3228 0.00
H 0.1558 4.3963 2.1787 0.00
H 1.1507 5.8236 1.8266 0.00
H 2.6503 5.2698 3.7190 0.00
H 0.7429 2.9444 4.2413 0.00
H 1.1462 4.2895 5.2986 0.00
H 2.3570 3.0620 4.9497 0.00
H 3.7223 3.2352 2.8615 0.00
H 3.3274 4.4488 1.6320 0.00
H 2.8404 3.2154 -0.4858 0.00
```

Output
- Total charge: +2
- E: -7075.35284 hartree
- Spin multiplicity: 3
- HOMO-LUMO gap (alpha / beta): 0.23561 / 0.25584 Ha
- F_max: 1.12 eV Å⁻¹
- ΔE to the lowest compared entry with this formula, charge and spin: 226.0 kJ/mol
- HOMO energy (alpha / beta): -13.57 / -13.62 eV


No. 5
The following is a DFT calculation (wB97M-V/def2-TZVPD) of C29H26Cl2F5FeN4O2Te as an isolated structure.

XYZ file:
```
70
Properties=species:S:1:pos:R:3:mulliken_spin:R:1
Fe 0.3022 0.3682 0.0634 3.74
C -0.3805 0.2485 3.9567 0.00
C -0.0678 1.7523 4.0467 0.00
C -0.2782 2.5431 2.7706 0.01
C -1.0168 3.7133 2.7191 0.01
C -1.1677 4.3657 1.5069 0.00
C -0.5801 3.8417 0.3687 0.02
C 0.1587 2.6883 0.5100 0.04
N 0.3225 2.0536 1.6849 0.04
N 0.3799 -0.5123 2.9192 -0.01
C 1.8617 -0.4977 3.1671 0.02
C 2.7017 -0.7209 1.9274 -0.02
C 3.6418 -1.7296 1.9141 -0.01
C 4.4806 -1.8533 0.8155 0.01
C 4.3779 -0.9260 -0.2000 -0.01
C 3.4043 0.0600 -0.1063 0.02
N 2.5416 0.1473 0.9094 0.03
C -0.1647 -1.8644 2.7321 0.01
C -0.0595 -2.4714 1.5097 0.00
C -0.5652 -3.8102 1.3232 0.00
C -0.1842 -4.5317 0.2477 0.00
C 0.7305 -3.9737 -0.6897 0.01
C 1.0494 -2.6621 -0.5428 0.03
N 0.5961 -1.8491 0.4511 -0.01
H -1.4326 0.1057 3.7275 0.00
H -0.1768 -0.2377 4.9113 0.00
H 0.9597 1.9084 4.3831 0.00
H -0.7136 2.1566 4.8265 0.00
H -1.4994 4.0873 3.6128 0.00
H -1.7688 5.2634 1.4459 0.00
H -0.6998 4.2997 -0.6025 0.00
H 0.6942 2.2195 -0.3411 0.00
H 2.0748 -1.2519 3.9181 0.00
H 2.1231 0.4859 3.5557 0.00
H 3.7088 -2.4132 2.7503 0.00
H 5.2074 -2.6542 0.7676 0.00
H 5.0235 -0.9630 -1.0665 0.00
H 3.2943 0.8007 -0.8864 0.01
H 0.2704 -0.0138 2.0501 -0.05
H -0.7621 -2.2490 3.5428 0.00
H -1.2173 -4.2230 2.0831 0.00
H -0.5525 -5.5417 0.1094 0.00
H 1.1400 -4.5517 -1.5061 0.00
H 1.7333 -2.1913 -1.2412 0.00
F -1.3257 1.9309 -2.1136 0.00
C -1.3661 0.6497 -1.5677 0.20
F 1.2822 0.8753 -1.7926 0.09
C -2.7868 0.1443 -1.7385 -0.04
F -2.8892 -1.1189 -1.3081 0.01
F -3.6889 0.8843 -1.0774 0.00
F -3.2137 0.1403 -3.0353 0.00
Te -0.2676 -0.7235 -2.7740 0.79
C -0.2012 0.1660 -4.6736 -0.01
C 0.0562 -0.7224 -5.7193 0.00
C 0.0488 -0.2755 -7.0322 -0.02
C -0.2248 1.0582 -7.3045 0.04
C -0.4635 1.9432 -6.2618 -0.02
C -0.4438 1.5077 -4.9437 0.01
H 0.2548 -1.7676 -5.5067 0.00
H 0.2530 -0.9671 -7.8394 0.00
H -0.2524 1.4057 -8.3297 0.00
H -0.6702 2.9850 -6.4750 0.00
H -0.6117 2.2067 -4.1394 0.00
Cl -3.6174 -1.9993 1.8181 0.00
C -3.7690 -0.2601 2.0777 0.01
Cl -3.9527 0.0797 3.8321 0.00
C -2.5958 0.5980 1.5329 0.03
O -2.7831 1.8069 1.5924 0.00
O -1.5789 -0.0368 1.1287 0.02
H -4.6836 0.0730 1.6056 0.00
```

Output
- Total charge: 0
- E: -4441.54240 hartree
- Spin multiplicity: 6
- HOMO-LUMO gap (alpha / beta): 0.24680 / 0.19408 Ha
- F_max: 1.60 eV Å⁻¹
- ΔE to the lowest compared entry with this formula, charge and spin: 341.8 kJ/mol
- HOMO energy (alpha / beta): -6.52 / -6.52 eV


No. 6
The following is a DFT calculation (wB97M-V/def2-TZVPD) of C29H26ClO15PPrS2 as an isolated structure.

XYZ file:
```
75
Properties=species:S:1:pos:R:3:mulliken_spin:R:1
Pr -0.1315 -0.8297 0.3776 1.99
O 0.2720 -0.2233 -3.3386 0.00
C -0.7076 0.1664 -2.5736 0.00
O -1.0991 -0.4587 -1.5966 0.01
C -1.4463 1.4421 -2.9646 0.00
O -2.0556 1.9775 -1.8194 0.00
C -1.1810 2.5724 -0.8630 0.00
C 0.2020 1.8661 -0.6817 0.00
O 0.9526 1.8704 -1.6610 0.00
O 0.4625 1.4038 0.4610 0.00
H 0.8197 -0.9013 -2.8709 0.00
H -2.2711 1.1914 -3.6423 0.00
H -0.7500 2.1399 -3.4435 0.00
H -1.7127 2.5417 0.0866 0.00
H -0.9810 3.6122 -1.1657 0.00
O 2.9595 -1.7696 0.6784 0.00
S 2.9019 -0.7190 -0.3413 0.00
O 3.9403 -0.8000 -1.3347 0.00
O 1.5475 -0.6136 -0.9048 -0.01
C 3.2171 0.7559 0.6395 0.00
C 3.9582 1.7984 0.1295 0.00
C 4.2454 2.8912 0.9340 0.00
C 3.8280 2.9006 2.2540 0.00
C 3.1017 1.8380 2.7701 0.00
C 2.7563 0.7681 1.9500 0.00
P 1.6482 -0.5938 2.5027 0.01
C 2.7092 -1.2230 3.8634 0.00
C 3.8006 -2.0154 3.5140 0.00
C 4.6298 -2.5348 4.4910 0.00
C 4.3760 -2.2732 5.8288 0.00
C 3.2918 -1.4874 6.1829 0.00
C 2.4639 -0.9593 5.2066 0.00
C 0.3224 0.2651 3.4706 0.01
C 0.0399 1.6237 3.5324 0.00
C -1.0991 2.0611 4.1887 0.00
C -1.9780 1.1613 4.7636 0.00
C -1.7282 -0.1996 4.6712 0.00
C -0.5950 -0.6413 4.0186 0.00
H 4.2812 1.7355 -0.8964 0.00
H 4.7913 3.7309 0.5300 0.00
H 4.0601 3.7462 2.8846 0.00
H 2.7811 1.8433 3.8028 0.00
H 3.9620 -2.2222 2.4671 0.00
H 5.4701 -3.1565 4.2115 0.00
H 5.0113 -2.6928 6.5954 0.00
H 3.0815 -1.2881 7.2246 0.00
H 1.6182 -0.3492 5.4891 0.00
H 0.6758 2.3379 3.0299 0.00
H -1.3081 3.1213 4.2311 0.00
H -2.8812 1.5113 5.2416 0.00
H -2.4322 -0.9061 5.0805 0.00
H -0.4031 -1.7071 3.9054 0.00
O 0.8526 -2.8759 -1.7938 0.00
Cl 0.0819 -3.4844 -0.7665 0.00
O 0.2083 -4.8940 -0.8461 0.00
O -1.2815 -3.1170 -0.9709 0.00
O 0.4965 -3.0379 0.5257 0.00
C -6.6511 -0.3281 -3.2601 0.00
C -5.5930 -0.3945 -2.1973 0.00
C -4.7393 -1.4852 -2.1049 0.00
C -3.8345 -1.5968 -1.0591 0.00
C -3.7776 -0.5978 -0.1078 0.00
C -4.5777 0.5249 -0.2188 0.00
C -5.4837 0.6243 -1.2560 0.00
S -2.7391 -0.6523 1.3537 0.00
O -3.6416 -0.5787 2.4795 0.00
O -1.8869 -1.8509 1.3367 0.00
O -1.8499 0.5081 1.2082 0.00
H -6.5051 -1.1054 -4.0076 0.00
H -6.6644 0.6447 -3.7486 0.00
H -7.6324 -0.4760 -2.8071 0.00
H -4.7784 -2.2661 -2.8521 0.00
H -3.1772 -2.4468 -0.9870 0.00
H -4.4851 1.2987 0.5259 0.00
H -6.1145 1.4962 -1.3340 0.00
```

Output
- Total charge: -1
- E: -4364.20796 hartree
- Spin multiplicity: 3
- HOMO-LUMO gap (alpha / beta): 0.31054 / 0.31104 Ha
- F_max: 4.48 eV Å⁻¹
- ΔE to the lowest compared entry with this formula, charge and spin: 190.1 kJ/mol
- HOMO energy (alpha / beta): -6.02 / -6.03 eV


- Among the records above, which one has the lowest F_max?
  C29H26BIN3O4V